(1)
This record from OMol25 describes a single C4H3FN2O molecule at a distorted geometry. The level of theory is wB97M-V/def2-TZVPD.

The geometry in XYZ format:
```
11
Properties=species:S:1:pos:R:3:forces:R:3:lowdin_charge:R:1
C 0.435152 -0.232340 1.162683 -2.208 -2.252 1.317 -0.087
C 1.078094 0.638441 0.268601 0.925 2.883 -0.961 -0.208
C -0.664842 -0.984486 0.759839 2.414 1.676 3.549 -0.130
C -1.619531 -0.197957 -1.313849 -0.847 -0.295 -0.494 -0.261
N -1.290686 -0.917257 -0.402576 -0.855 0.509 -2.666 0.135
N 1.439170 0.186788 -0.858035 0.247 -0.476 -0.670 0.080
O -2.124385 0.343432 -2.223304 0.831 -0.250 0.745 0.178
F 2.032753 1.106287 -1.748133 -0.422 0.215 0.987 -0.096
H 0.826855 -0.110383 2.217118 -1.001 -0.812 -1.190 0.127
H 1.143579 1.696613 0.657073 0.509 -0.857 -0.960 0.151
H -1.256160 -1.529138 1.480584 0.406 -0.342 0.342 0.112
```
Forces are in eV/Å.

2S+1 = 1
energy above the lowest of the compared OMol25 structures with the same formula, charge and spin = 380.3 kJ/mol
E_LUMO = -0.02 eV
SMILES = O=C=N/C=C\C=N\F
F_max = 4.6 eV/A
HOMO-LUMO gap = 9.381 eV


(2)
This record from OMol25 describes a single C4H3FN2S molecule at a distorted geometry. The level of theory is wB97M-V/def2-TZVPD.

The geometry in XYZ format:
```
11
Properties=species:S:1:pos:R:3:forces:R:3:lowdin_charge:R:1
C -1.083146 -0.879077 -0.092290 1.740 0.810 0.841 -0.384
C 0.256537 -0.487411 0.009904 -2.021 -3.150 -1.062 -0.301
C 2.410628 -0.760061 0.067123 -3.549 -0.162 -1.217 -0.109
C 0.972858 0.714466 0.056482 0.463 3.671 -0.013 -0.404
H -3.461599 -1.038207 0.789362 1.984 2.458 -1.940 0.013
H -1.072390 -1.976817 -0.145159 -0.782 0.459 -0.049 0.077
H 3.353464 -1.165946 -0.162664 1.150 -0.404 0.368 0.085
N 1.292393 -1.513752 -0.109984 2.072 3.164 1.280 0.082
N 2.250242 0.718210 0.161696 -0.799 -3.410 -0.249 0.175
F 0.347834 1.879187 -0.119930 -0.312 -0.087 0.399 0.100
S -2.630606 0.081849 -0.000717 0.054 -3.350 1.643 0.666
```
Forces are in eV/Å.

2S+1 = 1
energy above the lowest of the compared OMol25 structures with the same formula, charge and spin = 257.9 kJ/mol
E_LUMO = -1.22 eV
SMILES = FC1=NC=N/C1=C/S
F_max = 4.0 eV/A
HOMO-LUMO gap = 8.271 eV


(3)
This record from OMol25 describes a single C4H3FO molecule at a distorted geometry. The level of theory is wB97M-V/def2-TZVPD.

The geometry in XYZ format:
```
9
Properties=species:S:1:pos:R:3:forces:R:3:lowdin_charge:R:1
C -0.210792 0.264613 0.646062 0.284 1.577 -1.258 -0.364
C 0.065530 1.374430 -0.399387 -0.281 1.381 -1.358 -0.186
C -0.117827 -0.987506 -0.028688 -0.011 -0.097 0.143 -0.081
C 0.102382 -2.032853 -0.541625 0.747 -1.526 0.024 0.152
H -1.187465 0.441209 1.016946 -1.337 0.177 0.297 0.143
H -0.604853 1.302158 -1.356692 0.835 -0.170 1.383 0.154
H 0.478002 -3.018128 -0.724711 -0.393 0.164 -0.470 0.047
O 0.845186 2.293429 -0.297201 -0.830 -1.475 0.293 0.079
F 0.629836 0.362648 1.685297 0.986 -0.030 0.946 0.058
```
Forces are in eV/Å.

2S+1 = 1
energy above the lowest of the compared OMol25 structures with the same formula, charge and spin = 179.7 kJ/mol
E_LUMO = 0.75 eV
SMILES = C#C[C@@H](F)C=O
F_max = 2.0 eV/A
HOMO-LUMO gap = 10.969 eV


(4)
This record from OMol25 describes a single C4H3FO2 molecule at a distorted geometry. The level of theory is wB97M-V/def2-TZVPD.

The geometry in XYZ format:
```
10
Properties=species:S:1:pos:R:3:forces:R:3:lowdin_charge:R:1
C 0.299420 -0.480589 -0.453234 -0.102 0.720 -0.090 -0.320
C 0.156379 0.811349 -0.830709 1.475 1.002 0.300 -0.075
C -1.036161 0.580502 1.056413 0.945 0.378 -0.692 0.026
C -0.455891 -0.665674 0.702501 -1.671 4.449 0.296 -0.274
H 1.867308 -1.084558 -1.352912 -2.006 -1.255 1.079 0.171
H 0.787613 1.488261 -1.407701 -0.384 -0.590 -0.348 0.136
H -1.686512 1.167457 1.792378 1.091 -1.845 -0.960 0.151
O 1.057411 -1.493562 -0.875038 2.819 0.478 -2.154 0.072
O -0.528178 1.487336 0.113942 -1.558 -0.863 0.766 -0.049
F -0.461388 -1.810522 1.254362 -0.609 -2.474 1.804 0.162
```
Forces are in eV/Å.

2S+1 = 1
energy above the lowest of the compared OMol25 structures with the same formula, charge and spin = 101.1 kJ/mol
E_LUMO = 0.59 eV
SMILES = Oc1cocc1F
F_max = 4.8 eV/A
HOMO-LUMO gap = 9.278 eV


(5)
This record from OMol25 describes 2 unconnected molecules or ions with the total composition C4H3FO2 at a distorted geometry. The level of theory is wB97M-V/def2-TZVPD.

The geometry in XYZ format:
```
10
Properties=species:S:1:pos:R:3:forces:R:3:lowdin_charge:R:1
C 1.198876 -0.431458 -0.603145 -0.374 -1.068 -2.218 -0.183
C 0.085192 -1.313878 -0.296352 -0.885 -0.639 0.901 -0.051
C -2.590547 1.058360 0.413521 0.419 0.825 0.586 -0.442
C 1.600468 0.186560 0.480704 -1.983 -1.242 0.925 0.057
O -2.517240 0.450287 -0.549056 -0.182 -1.187 -1.565 0.206
O -2.602847 1.731003 1.348565 -0.234 0.349 0.931 0.206
F -0.233261 -2.197243 -1.238598 0.793 0.824 -0.206 0.003
H 1.632660 -0.347042 -1.612778 -0.026 0.096 0.525 0.111
H 2.325444 0.846065 0.652623 3.323 2.565 -0.336 0.029
H 1.101253 0.017347 1.404518 -0.851 -0.522 0.458 0.064
```
Forces are in eV/Å.

2S+1 = 1
energy above the lowest of the compared OMol25 structures with the same formula, charge and spin = 193.7 kJ/mol
E_LUMO (alpha / beta) = -0.51 / -0.51 eV
F_max = 4.2 eV/A
HOMO-LUMO gap (alpha / beta) = 8.341 / 8.341 eV


(6)
This record from OMol25 describes a molecular structure, C4H3FO5Sm at a distorted geometry. The level of theory is wB97M-V/def2-TZVPD.

The geometry in XYZ format:
```
14
Properties=species:S:1:pos:R:3:forces:R:3:lowdin_spin:R:1
C 1.072234 -0.023571 0.424182 1.180 -0.930 1.053 0.002
C 1.052420 0.396370 -1.037978 -0.187 -0.023 -0.379 0.024
F 1.302397 1.086405 1.179160 -0.200 0.397 0.005 0.001
H 1.881931 -0.733401 0.634081 0.076 0.276 -0.225 0.001
H 0.531832 1.349588 -1.173301 -0.016 -0.163 0.061 0.014
H 2.091932 0.497775 -1.370384 -0.221 0.093 0.094 0.002
O 0.431149 -0.644330 -1.797915 0.566 -0.333 0.687 0.169
C -0.344836 -0.323898 -2.807584 -1.022 -0.156 -0.822 0.496
O -1.013381 -1.056139 -3.456496 0.606 0.550 0.433 0.283
O -0.080556 -0.698369 0.817729 -0.005 -0.369 -0.295 0.004
Sm -3.079163 1.361248 2.469081 1.778 -2.278 -0.334 6.031
O -2.131065 -0.717129 1.385829 -1.977 0.684 0.417 -0.016
O -0.757537 0.010551 2.925744 0.288 0.692 0.037 -0.009
C -0.957357 -0.505100 1.807853 -0.867 1.562 -0.733 -0.003
```
Forces are in eV/Å.

2S+1 = 8
total charge = +1
E_LUMO (alpha / beta) = -5.93 / -5.80 eV
F_max = 2.9 eV/A
HOMO-LUMO gap (alpha / beta) = 5.353 / 7.933 eV